[1]
Entry from OMol25: a structure of composition H26HeO13 in a non-equilibrium geometry (wB97M-V/def2-TZVPD).

Geometry as XYZ:
```
40
Properties=species:S:1:pos:R:3
He 0.4204 0.1852 -0.4739
O -0.8311 0.8041 -4.1823
H -1.6144 1.3497 -4.1116
H -0.6164 0.8123 -5.1151
O 0.8136 2.7332 2.0122
H 1.3034 3.5264 1.7949
H 0.9400 2.6238 2.9547
O -1.9519 -0.7557 2.8795
H -1.9778 -0.6662 1.9268
H -1.6061 0.0811 3.1899
O 0.7581 -1.3002 2.6291
H 1.0750 -1.3164 3.5321
H -0.1622 -1.0471 2.7022
O 2.9051 -0.1190 -1.8543
H 2.6923 -0.8650 -2.4151
H 2.9003 -0.4770 -0.9666
O -1.7004 -1.0054 -0.0068
H -1.2126 -1.3164 -0.7694
H -2.3013 -0.3482 -0.3580
O -3.2416 0.9736 -0.9513
H -3.9237 0.7067 -0.3352
H -3.6201 0.8082 -1.8148
O 3.0523 0.4181 2.4982
H 3.0609 1.3225 2.1849
H 2.1400 0.2558 2.7381
O -1.9801 2.3637 1.4957
H -2.3225 1.9021 0.7301
H -1.0320 2.3750 1.3649
O 2.1660 2.6625 -1.2656
H 3.0899 2.8909 -1.1629
H 2.1541 1.7054 -1.2671
O 3.0538 -1.9735 0.4005
H 2.3330 -1.8048 1.0073
H 2.7650 -2.7293 -0.1110
O -2.3531 -3.7229 -0.0502
H -1.4874 -4.1298 -0.0139
H -2.1786 -2.7830 -0.0015
O -0.7108 -1.6087 -2.6990
H -0.9132 -0.7159 -2.9784
H 0.1146 -1.8160 -3.1372
```

Its charge is 0. The calculation puts the orbital gap at 10.4 eV. The spin multiplicity is 1. As for the energy above the lowest of the compared OMol25 structures with the same formula, charge and spin: 1.600 eV. For the HOMO energy, the calculation gives -10.64 eV.

natural (NBO) population analysis, charges in e, atoms 1 to 2: 0.00, -0.95


[2]
Entry from OMol25: a structure of composition C15H24Cl3N6O4PtSSeSi (wB97M-V/def2-TZVPD).

Geometry as XYZ:
```
56
Properties=species:S:1:pos:R:3
Pt -1.0238 0.6687 0.4848
C -3.1248 3.5554 4.5964
O -1.9266 2.9657 4.0700
C -1.9622 2.1901 3.0024
O -0.9224 1.6862 2.5979
N -3.1679 1.9840 2.4106
N -3.2278 1.2067 1.2537
H -2.8187 4.0759 5.4961
H -3.8538 2.7879 4.8593
H -3.5397 4.2737 3.8883
H -4.0074 2.4261 2.7411
H -3.5990 1.7449 0.4768
H -3.7734 0.3651 1.4031
O -2.6870 -1.7212 2.7844
N -1.5595 -2.0544 2.6547
O -0.6537 -1.6729 1.9902
C -4.7178 0.0634 -3.8528
C -4.4667 -1.2570 -3.1204
C -3.1306 -1.2584 -2.4456
N -2.9011 -0.7384 -1.2965
N -1.5640 -0.8247 -0.9327
C -0.8172 -1.4133 -1.8402
N 0.4947 -1.6158 -1.6830
S -1.7155 -1.9222 -3.2121
H -5.6816 0.0369 -4.3589
H -3.9473 0.2531 -4.6010
H -4.7190 0.8965 -3.1504
H -4.5212 -2.0923 -3.8194
H -5.2228 -1.4193 -2.3524
H 0.9574 -1.2264 -0.8743
H 1.0510 -2.0484 -2.3968
C 6.3834 -2.3943 -1.2074
C 5.1636 -1.7449 -0.6177
C 4.7103 -2.0837 0.6538
C 3.6157 -1.4646 1.2320
C 3.1749 -1.8761 2.6096
C 2.9374 -0.4677 0.4953
Se 1.5763 0.4759 1.3952
C 3.3564 -0.1268 -0.8093
C 2.7210 0.9454 -1.6553
C 4.4685 -0.7762 -1.3295
H 6.8375 -3.0952 -0.5099
H 7.1283 -1.6429 -1.4720
H 6.1315 -2.9365 -2.1202
H 5.2390 -2.8427 1.2186
H 3.8385 -2.6404 3.0082
H 2.1599 -2.2772 2.6002
H 3.1793 -1.0268 3.2964
H 1.8752 1.4230 -1.1726
H 2.3860 0.5395 -2.6096
H 3.4470 1.7277 -1.8814
H 4.8166 -0.4943 -2.3181
Cl 1.0882 3.7004 -0.1442
Si -0.6438 2.6723 -0.6062
Cl -2.1807 4.0255 -0.1653
Cl -0.6608 2.4651 -2.6637
```

Its charge is +1. The calculation puts the orbital gap (alpha / beta) at 6.8 / 6.2 eV. The spin multiplicity is 5. As for the energy above the lowest of the compared OMol25 structures with the same formula, charge and spin: 0.260 eV. For the HOMO energy (alpha / beta), the calculation gives -9.57 / -11.32 eV.

natural (NBO) population analysis, charges in e, atoms 1 to 2: 0.65, -0.28


[3]
Entry from OMol25: a structure of composition C17H27BN8O2ReS in a non-equilibrium geometry (wB97M-V/def2-TZVPD).

Geometry as XYZ:
```
57
Properties=species:S:1:pos:R:3
Re 0.2226 -0.3550 -0.3653
C 1.3668 1.7535 2.3267
C 0.8132 0.3891 2.7218
N 1.1130 -0.6381 1.7017
C 2.5403 -1.0326 1.6506
C 3.4174 -0.2533 0.6604
S 2.5684 0.5133 -0.7889
C 2.7753 2.3001 -0.4431
C 1.5499 2.9802 0.1780
N 0.8079 2.0754 1.0280
H 2.4557 1.7397 2.2846
H 1.0719 2.4872 3.0872
H -0.2737 0.4629 2.7917
H 1.2127 0.0856 3.6934
H 0.6292 -1.4866 2.0429
H 2.5731 -2.0931 1.3893
H 2.9783 -0.9312 2.6504
H 4.1385 -0.9394 0.2177
H 3.9774 0.5415 1.1439
H 3.0013 2.7409 -1.4146
H 3.6641 2.3893 0.1787
H 0.8809 3.3112 -0.6185
H 1.8941 3.8764 0.7161
H -0.1614 2.3784 1.1492
B -0.2045 -3.5267 1.0233
N -1.4640 -2.7839 0.5423
C -2.6665 -3.3320 0.4007
C -3.5046 -2.4242 -0.2377
C -2.7147 -1.3130 -0.4489
N -1.4790 -1.5358 0.0331
N 0.8137 -3.3663 -0.1195
C 1.4395 -4.3483 -0.7668
C 2.1081 -3.8106 -1.8588
C 1.8394 -2.4551 -1.8031
N 1.0679 -2.1975 -0.7396
H 0.1958 -3.0745 2.0526
H -0.4532 -4.6723 1.1653
H -2.8766 -4.3192 0.7567
H -4.5216 -2.5715 -0.5348
H -2.9852 -0.3935 -0.9290
H 1.3916 -5.3614 -0.4232
H 2.6915 -4.3261 -2.5908
H 2.1537 -1.6727 -2.4666
C -3.8556 3.8234 -0.6593
N -2.8984 2.8924 -1.2143
C -2.8490 2.6259 -2.5244
C -1.9739 1.7179 -3.0573
C -1.1468 1.0248 -2.1432
O -0.3595 0.0546 -2.3802
N -1.1730 1.3452 -0.8305
C -2.0085 2.2810 -0.3121
O -1.9938 2.5933 0.8620
H -4.3458 4.3680 -1.4617
H -3.3392 4.5156 0.0071
H -4.6050 3.2872 -0.0720
H -3.5544 3.1617 -3.1449
H -1.9457 1.4991 -4.1091
```

Its charge is +2. The calculation puts the orbital gap (alpha / beta) at 6.4 / 6.8 eV. The spin multiplicity is 2. For the HOMO energy (alpha / beta), the calculation gives -14.86 / -14.87 eV.

natural (NBO) population analysis, charges in e, atoms 1 to 2: 1.41, -0.25


[4]
Entry from OMol25: a cluster of 2 separate species, C3H10NO3 in total in a non-equilibrium geometry (wB97M-V/def2-TZVPD).

Geometry as XYZ:
```
17
Properties=species:S:1:pos:R:3
O -2.0775 0.8989 -0.0128
C -1.3082 0.8613 -0.9539
C 0.1631 0.5526 -0.7485
C 0.4924 -1.0418 -1.1770
O 1.7031 -1.2969 -0.4128
N 0.8198 0.8104 0.6429
H -1.7213 1.0653 -1.9883
H 0.6853 1.1606 -1.6850
H 0.4744 -0.9589 -2.2401
H -0.2906 -1.6413 -0.6301
H 2.3529 -1.8764 -0.9201
H 0.9752 1.8733 1.0507
H 0.2343 0.6141 1.5055
H 1.6088 0.0454 0.6517
H -1.1599 -0.4059 3.1318
H -1.8661 -0.1768 1.6655
O -1.0856 -0.4838 2.1206
```

Its charge is +1. The calculation puts the orbital gap at 10.9 eV. The spin multiplicity is 1. As for the energy above the lowest of the compared OMol25 structures with the same formula, charge and spin: 3.548 eV. For the HOMO energy, the calculation gives -14.63 eV.

natural (NBO) population analysis, charges in e, atoms 1 to 2: -0.52, 0.40


Number 1: E -27119.0703 eV. Number 2: E -157942.4991 eV. Number 3: E -47712.4463 eV. Number 4: E -10896.9158 eV.